1.
C43H39CoN7O4S3 | ωB97M-V/def2-TZVPD

Positions of all 97 atoms, in Å:
1 Co 8.2568 -6.3353 18.7509
2 N 2.6124 -11.3936 22.0861
3 N 3.7558 -10.5750 22.1760
4 C 3.6049 -9.2023 22.2310
5 N 4.6972 -8.5115 22.0358
6 S 2.0565 -8.4667 22.3528
7 H 1.9874 -10.9907 21.3289
8 H 2.1247 -11.1439 22.9181
9 H 4.7423 -10.8685 22.2033
10 H 5.6448 -8.8260 21.8085
11 H 4.5540 -7.4836 22.1095
12 C 10.5868 -12.6263 18.6493
13 C 10.4520 -11.1534 17.9541
14 C 11.3948 -11.1458 16.7630
15 O 10.6785 -10.1684 18.8218
16 C 9.6871 -9.1403 18.8285
17 C 8.5693 -9.8322 18.0703
18 O 9.0774 -11.1481 17.5475
19 C 7.7476 -8.9152 16.8686
20 O 7.4397 -7.7011 17.3676
21 C 6.5816 -9.7472 16.2579
22 C 6.1172 -11.0066 16.6169
23 C 5.2084 -11.6875 15.7682
24 C 4.9226 -11.1555 14.5255
25 C 5.3559 -9.9167 14.1469
26 C 6.0875 -9.1421 15.1165
27 C 8.7937 -8.6941 15.7755
28 C 9.5385 -7.5288 15.7962
29 C 10.6133 -7.3455 14.9605
30 C 10.7888 -8.1236 13.8018
31 C 10.1766 -9.3488 13.7178
32 C 9.1128 -9.6424 14.7648
33 C 9.3365 -8.6495 20.2805
34 O 8.4270 -7.6314 20.1267
35 C 8.8328 -9.5364 21.4065
36 C 8.3715 -8.9991 22.6049
37 C 8.1280 -9.8227 23.6848
38 C 8.1754 -11.1722 23.5934
39 C 8.6365 -11.7364 22.4320
40 C 8.9629 -10.9452 21.3826
41 C 10.7814 -8.1037 20.8315
42 C 10.9938 -6.6842 20.7842
43 C 12.2558 -6.2256 21.0731
44 C 13.2346 -7.0997 21.5933
45 C 12.9676 -8.4422 21.7520
46 C 11.7689 -8.9427 21.3694
47 H 11.6042 -12.6928 18.8903
48 H 10.2233 -13.4068 18.0032
49 H 10.0620 -12.7494 19.5042
50 H 12.4660 -11.6242 17.1406
51 H 11.6279 -10.3329 16.3543
52 H 11.0565 -11.5827 16.0093
53 H 9.9909 -8.3184 18.2576
54 H 7.5082 -10.2201 18.8194
55 H 6.2333 -11.4208 17.5580
56 H 4.6862 -12.6153 16.0345
57 H 4.2581 -11.8098 13.9274
58 H 4.9680 -9.3976 13.2214
59 H 6.2532 -8.2694 15.0297
60 H 9.2203 -6.6798 16.3659
61 H 11.5932 -6.4854 15.1629
62 H 11.7739 -8.1413 13.3942
63 H 10.2885 -10.1535 13.1625
64 H 8.6220 -10.5953 14.7204
65 H 8.2417 -7.8827 22.8879
66 H 7.6057 -9.2622 24.5209
67 H 7.8014 -11.7590 24.4216
68 H 8.8831 -12.8687 22.4241
69 H 9.3325 -11.3818 20.5072
70 H 10.0592 -6.1103 20.7397
71 H 12.5395 -5.1374 20.9043
72 H 14.2381 -6.6511 21.8591
73 H 13.7154 -9.1657 22.1741
74 H 11.5060 -10.0011 21.6526
75 S 9.7709 -4.8886 17.6476
76 C 9.5464 -3.4572 18.6066
77 C 10.5043 -2.3821 18.5633
78 N 11.3040 -1.5240 18.5262
79 C 8.5284 -3.3112 19.4673
80 S 7.1937 -4.4688 19.7779
81 C 8.5048 -2.0525 20.1878
82 N 8.3991 -1.1395 20.8764
83 N 5.1572 -7.1178 17.6572
84 C 4.6304 -6.0002 17.1981
85 N 3.3115 -5.9669 17.1612
86 C 2.9566 -7.2216 17.6085
87 C 1.7080 -7.8258 17.8444
88 C 1.6204 -9.1163 18.4137
89 C 2.8509 -9.7449 18.7682
90 C 4.0885 -9.1847 18.5341
91 C 4.1348 -7.9142 17.9958
92 H 6.1571 -7.3922 17.6783
93 H 5.1066 -5.0294 16.9867
94 H 0.8081 -7.2787 17.6468
95 H 0.6269 -9.5293 18.5698
96 H 2.8039 -10.8060 19.0481
97 H 4.9748 -9.6709 18.8359

As for the multiplicity: 4. The value obtained for the gap between HOMO and LUMO (alpha / beta) is 6.50 / 6.67 eV. Its total charge is -2.

Mulliken charges in e:
1. Co 0.73
2. N -0.89
3. N 0.18
4. C 0.17
5. N -0.19
6. S -0.39
7. H 0.32
8. H 0.28
9. H 0.21
10. H 0.05
11. H 0.20
12. C -2.07
13. C 1.38
14. C -3.34
15. O -0.25
16. C -0.66
17. C -0.27
18. O -0.34
19. C 1.84
20. O -1.20
21. C 0.41
22. C 0.09
23. C -0.82
24. C -0.42
25. C -1.06
26. C -1.56
27. C -0.33
28. C -0.29
29. C -0.33
30. C -0.77
31. C -0.82
32. C -0.31
33. C 2.36
34. O -0.79
35. C 0.19
36. C -0.22
37. C -0.37
38. C -0.64
39. C -0.50
40. C 0.56
41. C -0.17
42. C -0.63
43. C -0.88
44. C -0.37
45. C -0.76
46. C 0.15
47. H 0.46
48. H 0.35
49. H 0.61
50. H 0.21
51. H 1.04
52. H 0.91
53. H 1.27
54. H -0.41
55. H 0.55
56. H 0.37
57. H 0.31
58. H 0.28
59. H 1.70
60. H 0.22
61. H 0.05
62. H 0.32
63. H 0.63
64. H 0.54
65. H 0.16
66. H 0.27
67. H 0.35
68. H 0.21
69. H -0.45
70. H 0.45
71. H 0.34
72. H 0.27
73. H 0.30
74. H 0.20
75. S -0.47
76. C 0.54
77. C -0.16
78. N -0.62
79. C 0.38
80. S -0.36
81. C -0.11
82. N -0.57
83. N 0.57
84. C -0.31
85. N -0.91
86. C 0.25
87. C -0.66
88. C -0.89
89. C -1.13
90. C 0.22
91. C 0.39
92. H 0.38
93. H 0.44
94. H 0.42
95. H 0.37
96. H 0.58
97. H 0.66

2.
C43H40Br2IrN10OPSe2 | ωB97M-V/def2-TZVPD

Positions of all 100 atoms, in Å:
1 Ir -0.7860 -1.1783 -0.5460
2 Br -5.8934 2.9350 -1.6991
3 C -4.4057 1.8291 -1.4613
4 C -3.1503 2.3726 -1.2583
5 C -2.0990 1.5095 -1.0319
6 N -2.2444 0.1849 -0.9898
7 C -3.4427 -0.3503 -1.3145
8 C -4.5487 0.4503 -1.5236
9 C -3.4437 -1.8080 -1.5526
10 C -4.5609 -2.4871 -2.0012
11 C -4.4567 -3.8375 -2.2820
12 Br -5.9522 -4.7957 -2.8610
13 C -3.2292 -4.4656 -2.1420
14 C -2.1602 -3.7187 -1.6965
15 N -2.2556 -2.4214 -1.3847
16 H -2.9841 3.4401 -1.2539
17 H -1.1035 1.8762 -0.8678
18 H -5.5119 0.0191 -1.7462
19 H -5.5071 -1.9842 -2.1216
20 H -3.1009 -5.5116 -2.3782
21 H -1.1878 -4.1719 -1.5960
22 C -1.1822 -1.2651 5.0957
23 N -1.6238 -1.4115 3.7208
24 C -2.9972 -1.6552 3.3424
25 C -2.9005 -1.7005 1.8276
26 O -3.8322 -1.8774 1.0839
27 N -1.5760 -1.5010 1.4641
28 C -0.8749 -1.3055 2.6239
29 N 0.4308 -1.1118 2.6137
30 H -1.7267 -1.9726 5.7182
31 H -1.3631 -0.2541 5.4634
32 H -0.1227 -1.4965 5.1828
33 H -3.6651 -0.8500 3.6558
34 H -3.3784 -2.6002 3.7341
35 H 0.7474 -0.6570 1.7110
36 H 0.8801 -0.8087 3.4652
37 C 1.1119 1.2293 -5.1154
38 N 1.9875 0.8918 -3.9995
39 C 3.2842 1.3394 -3.8776
40 C 3.7633 0.8383 -2.7243
41 N 2.7604 0.0780 -2.1553
42 C 2.9477 -0.6684 -0.9150
43 C 1.6696 0.1262 -2.9339
44 Se -0.0644 -0.6248 -2.8306
45 H 1.7310 1.4343 -5.9844
46 H 0.5108 2.1062 -4.8757
47 H 0.4539 0.3956 -5.3391
48 H 3.7416 1.9709 -4.6179
49 H 4.7251 0.9432 -2.2559
50 H 4.0005 -0.6091 -0.6529
51 H 2.6889 -1.7084 -1.0714
52 H 2.3106 -0.2455 -0.1403
53 N 0.5047 0.2203 0.2950
54 P 0.7710 1.6238 0.8943
55 C 1.7770 1.5208 2.4139
56 C 3.0469 0.9472 2.3306
57 C 3.7984 0.7226 3.4730
58 C 3.2878 1.0712 4.7181
59 C 2.0343 1.6586 4.8115
60 C 1.2819 1.8850 3.6642
61 C -0.6527 2.6502 1.4243
62 C -1.7834 2.0074 1.9270
63 C -2.8825 2.7310 2.3630
64 C -2.8655 4.1183 2.2977
65 C -1.7475 4.7704 1.7971
66 C -0.6465 4.0424 1.3635
67 C 1.7107 2.7734 -0.1600
68 C 2.6428 3.6629 0.3760
69 C 3.2674 4.6018 -0.4333
70 C 2.9587 4.6711 -1.7842
71 C 2.0302 3.7926 -2.3254
72 C 1.4166 2.8454 -1.5199
73 H 3.4561 0.6850 1.3614
74 H 4.7844 0.2836 3.3964
75 H 3.8749 0.9003 5.6107
76 H 1.6460 1.9557 5.7772
77 H 0.3088 2.3522 3.7486
78 H -1.8095 0.9261 1.9410
79 H -3.7575 2.2176 2.7424
80 H -3.7210 4.6894 2.6333
81 H -1.7303 5.8509 1.7428
82 H 0.2130 4.5700 0.9708
83 H 2.8824 3.6311 1.4313
84 H 3.9898 5.2843 -0.0058
85 H 3.4373 5.4105 -2.4127
86 H 1.7829 3.8572 -3.3782
87 H 0.6996 2.1547 -1.9509
88 Se 0.0496 -3.9375 1.2982
89 N 0.4051 -3.0041 -0.2130
90 C 1.1057 -3.8274 -1.0063
91 C 1.5143 -3.6037 -2.3582
92 C 2.2071 -4.5707 -3.0123
93 C 2.5559 -5.8211 -2.4090
94 C 2.1639 -6.1000 -1.1476
95 C 1.4091 -5.1207 -0.4274
96 N 0.9252 -5.3463 0.7775
97 H 1.2418 -2.6918 -2.8617
98 H 2.5005 -4.3950 -4.0395
99 H 3.1188 -6.5441 -2.9828
100 H 2.3814 -7.0391 -0.6584

As for the multiplicity: 1. The value obtained for the gap between HOMO and LUMO is 7.01 eV. As for the relative energy (zero: lowest compared OMol25 entry of this formula, charge and spin): 0.28 kcal/mol. Its total charge is +2.

Here are the Mulliken charges for atoms 1 to 99, given in e:
1. Ir 1.28
2. Br -0.09
3. C -0.93
4. C -0.81
5. C -0.11
6. N 1.00
7. C 0.87
8. C -0.88
9. C 0.93
10. C -0.67
11. C -0.58
12. Br -0.09
13. C -0.77
14. C -0.24
15. N 1.03
16. H 0.65
17. H 0.14
18. H 0.60
19. H 0.56
20. H 0.53
21. H 0.19
22. C -1.07
23. N 0.21
24. C -0.60
25. C -0.04
26. O -0.55
27. N 0.39
28. C -0.58
29. N 0.53
30. H 0.34
31. H 0.34
32. H 0.39
33. H 0.35
34. H 0.44
35. H -0.51
36. H 0.33
37. C -0.90
38. N 0.48
39. C -0.79
40. C -0.40
41. N 0.61
42. C -0.62
43. C -0.45
44. Se -0.15
45. H 0.39
46. H 0.30
47. H 0.35
48. H 0.52
49. H 0.55
50. H 0.38
51. H -0.21
52. H 0.28
53. N -0.48
54. P 2.54
55. C -0.29
56. C 0.04
57. C -0.94
58. C -0.64
59. C -0.86
60. C -0.80
61. C 0.13
62. C 0.68
63. C -0.67
64. C -0.88
65. C -0.88
66. C -1.05
67. C 0.73
68. C -0.89
69. C -0.93
70. C -0.86
71. C -0.64
72. C 0.18
73. H 0.44
74. H 0.46
75. H 0.43
76. H 0.48
77. H 0.54
78. H -0.41
79. H 0.53
80. H 0.44
81. H 0.46
82. H 0.44
83. H 0.46
84. H 0.45
85. H 0.45
86. H 0.48
87. H 0.22
88. Se 0.48
89. N -0.55
90. C -0.09
91. C 0.52
92. C -1.08
93. C -0.67
94. C -0.77
95. C 0.88
96. N -0.82
97. H 0.38
98. H 0.50
99. H 0.42

3.
C43H40N5O6PReS3 | ωB97M-V/def2-TZVPD

Positions of all 99 atoms, in Å:
1 Re 0.6437 0.0602 0.6553
2 N -0.9302 -1.9878 3.2243
3 C -0.0736 -1.0541 3.6493
4 N 0.5306 -0.1304 2.9061
5 C 1.3049 0.7081 3.7084
6 C 1.2747 0.4331 5.0231
7 S 0.2624 -0.9186 5.3393
8 C 2.1567 1.6940 3.0689
9 C 3.0149 2.5317 3.6817
10 S 4.0331 3.2904 2.5226
11 C 3.2375 2.4099 1.2609
12 N 2.2263 1.6872 1.6852
13 N 3.6593 2.4800 -0.0209
14 H -1.0532 -2.1464 2.2359
15 H -1.2634 -2.6849 3.8678
16 H 1.8238 0.9192 5.8128
17 H 3.1389 2.7353 4.7328
18 H 4.5285 2.9492 -0.2120
19 H 3.4514 1.6712 -0.5908
20 O 3.6051 -2.2149 -0.0314
21 C 3.2069 -1.1697 -0.4782
22 O 2.6821 -0.1788 0.2425
23 C 3.3367 -0.8435 -1.9376
24 C 4.4390 -1.3358 -2.6270
25 C 4.6330 -1.0022 -3.9575
26 C 3.7217 -0.1740 -4.6000
27 C 2.6094 0.2997 -3.9221
28 C 2.4010 -0.0335 -2.5808
29 P 0.8334 0.4920 -1.8079
30 C 0.6114 2.2264 -2.3517
31 C 1.0744 3.2845 -1.5698
32 C 1.0311 4.5869 -2.0438
33 C 0.5072 4.8541 -3.3007
34 C 0.0098 3.8135 -4.0717
35 C 0.0588 2.5078 -3.6041
36 C -0.4254 -0.3537 -2.8254
37 C -1.7475 0.0682 -2.6801
38 C -2.7633 -0.5301 -3.4024
39 C -2.4649 -1.5571 -4.2924
40 C -1.1525 -1.9663 -4.4596
41 C -0.1311 -1.3690 -3.7273
42 H 5.1382 -1.9697 -2.0977
43 H 5.4914 -1.3864 -4.4929
44 H 3.8712 0.1040 -5.6356
45 H 1.9044 0.9344 -4.4422
46 H 1.4571 3.0890 -0.5806
47 H 1.4124 5.3945 -1.4306
48 H 0.4739 5.8691 -3.6748
49 H -0.4167 4.0133 -5.0465
50 H -0.3511 1.7177 -4.2184
51 H -1.9669 0.8935 -2.0182
52 H -3.7863 -0.1974 -3.2758
53 H -3.2554 -2.0269 -4.8634
54 H -0.9155 -2.7498 -5.1676
55 H 0.8909 -1.6955 -3.8747
56 C 0.9493 -3.2302 -1.0187
57 C 1.1320 -3.1086 0.4531
58 O 1.0772 -2.0108 1.0468
59 C 1.3588 -4.2993 1.2671
60 C 1.1657 -5.5809 0.7453
61 C 1.3535 -6.6905 1.5496
62 C 1.7542 -6.5329 2.8703
63 C 1.9689 -5.2603 3.3918
64 C 1.7678 -4.1491 2.5975
65 H 0.8273 -2.2472 -1.4589
66 H 0.0605 -3.8228 -1.2432
67 H 1.8197 -3.7230 -1.4529
68 H 0.8594 -5.7205 -0.2832
69 H 1.1926 -7.6812 1.1462
70 H 1.9094 -7.4046 3.4925
71 H 2.3020 -5.1425 4.4148
72 H 1.9567 -3.1545 2.9801
73 C -1.9338 1.7093 3.0614
74 N -1.4684 2.9276 2.4042
75 C -1.8747 4.1829 3.0370
76 C -0.7257 2.9405 1.3251
77 O -0.2755 1.9678 0.6713
78 H -3.0221 1.7160 3.1029
79 H -1.5349 1.6617 4.0766
80 H -1.6101 0.8390 2.5059
81 H -2.9451 4.1604 3.2319
82 H -1.6471 5.0282 2.3919
83 H -1.3488 4.3100 3.9830
84 H -0.5085 3.9395 0.9394
85 O -7.3553 2.2767 0.0138
86 C -6.9495 1.2584 0.7940
87 O -7.6741 0.7731 1.6091
88 C -5.5397 0.7646 0.6029
89 C -4.4849 1.6001 0.2610
90 C -3.1920 1.1033 0.1745
91 C -2.9551 -0.2456 0.4096
92 S -1.3939 -1.0696 0.2540
93 C -4.0155 -1.0923 0.7376
94 C -5.2958 -0.5817 0.8513
95 H -6.7124 2.4957 -0.6709
96 H -4.6531 2.6562 0.0791
97 H -2.3778 1.7606 -0.0840
98 H -3.8279 -2.1462 0.9040
99 H -6.1236 -1.2193 1.1326

As for the multiplicity: 2. The value obtained for the gap between HOMO and LUMO (alpha / beta) is 6.71 / 6.30 eV. As for the relative energy (zero: lowest compared OMol25 entry of this formula, charge and spin): 29.39 kcal/mol. Its total charge is +2.

Mulliken charges in e:
1. Re 3.15
2. N -0.01
3. C 0.21
4. N 0.56
5. C -0.74
6. C -0.49
7. S -0.22
8. C -0.80
9. C -0.50
10. S -0.18
11. C -0.05
12. N 0.92
13. N -0.19
14. H -0.13
15. H 0.28
16. H 0.50
17. H 0.49
18. H 0.28
19. H -0.10
20. O -0.62
21. C -0.56
22. O -0.23
23. C 1.13
24. C -0.79
25. C -0.79
26. C -0.80
27. C -0.72
28. C 0.32
29. P 3.21
30. C 1.30
31. C -0.48
32. C -1.28
33. C -0.75
34. C -0.87
35. C -0.85
36. C 0.17
37. C -1.20
38. C -0.94
39. C -0.93
40. C -0.85
41. C -0.73
42. H 0.56
43. H 0.45
44. H 0.48
45. H 0.47
46. H 0.30
47. H 0.52
48. H 0.44
49. H 0.47
50. H 0.52
51. H 0.95
52. H 0.54
53. H 0.44
54. H 0.49
55. H 0.43
56. C -1.09
57. C 0.48
58. O -0.36
59. C 0.54
60. C -0.43
61. C -0.98
62. C -0.44
63. C -1.07
64. C -0.07
65. H -0.62
66. H 0.73
67. H 0.56
68. H 0.42
69. H 0.45
70. H 0.43
71. H 0.46
72. H 0.48
73. C -0.83
74. N 0.47
75. C -0.93
76. C -0.49
77. O 0.05
78. H 0.56
79. H 0.42
80. H -0.16
81. H 0.33
82. H 0.35
83. H 0.35
84. H 0.19
85. O -0.47
86. C 0.39
87. O -0.50
88. C 0.64
89. C -1.40
90. C -0.56
91. C 1.81
92. S -0.43
93. C -1.17
94. C -1.06
95. H 0.33
96. H 0.55
97. H 0.32
98. H 0.53
99. H 0.48